{"formula": "C3H5N2", "method": "ωB97M-V/def2-TZVPD", "orbital_gap_ev": 10.979, "charge": 1, "elements": ["N", "N", "C", "C", "C", "H", "H", "H", "H", "H"], "positions_angstrom": [[0.674703, -0.895333, -0.060124], [-1.108167, 0.290271, 0.139742], [1.064563, 0.385787, -0.332520], [-0.099725, 1.116524, -0.386689], [-0.577159, -0.914042, 0.376380], [-1.857216, 0.615861, 0.727551], [1.284790, -1.698328, -0.000882], [2.037923, 0.848157, -0.333335], [-1.087876, -1.729394, 0.858119], [-0.331839, 1.980495, -0.988246]], "forces_ev_per_angstrom": [[0.7021, -0.6697, 1.6779], [1.1867, -0.4958, 0.0993], [-1.5932, 1.6385, -0.9882], [0.2234, -0.8646, 0.3122], [-0.4441, 0.5188, -0.5853], [-0.7226, 0.2358, -0.5442], [0.1141, 0.0377, 0.1092], [0.3720, -0.8168, -0.7849], [0.0538, -0.1535, -0.1261], [0.1077, 0.5695, 0.8302]]}


{"formula": "C3H5N2", "method": "ωB97M-V/def2-TZVPD", "orbital_gap_ev": 10.582, "charge": 1, "elements": ["N", "N", "C", "C", "C", "H", "H", "H", "H", "H"], "positions_angstrom": [[0.361795, -1.407450, 0.109733], [0.556763, 0.753863, 0.469800], [-0.700743, 0.530242, -0.458930], [1.091826, -0.398800, 0.593611], [-0.591113, -0.898026, -0.622407], [-1.579962, 0.719918, 0.154166], [1.961883, -0.539624, 1.073843], [-0.791661, 1.277570, -1.292121], [0.946071, 1.547491, 0.956738], [-1.254859, -1.585184, -0.984433]], "forces_ev_per_angstrom": [[-0.3373, -1.2898, -1.7684], [-1.7737, 0.2114, -1.7856], [1.1534, 2.6496, 0.9873], [-2.2437, 0.5194, -0.4250], [2.2139, -0.0963, 2.3148], [-0.2906, -0.0291, 0.2561], [3.0275, -0.5712, 1.7958], [0.5607, -0.8827, 0.5679], [-0.3330, 0.6648, -0.4310], [-1.9773, -1.1760, -1.5118]]}


{"formula": "C3H5N2", "method": "ωB97M-V/def2-TZVPD", "orbital_gap_ev": 9.888, "charge": 1, "elements": ["N", "N", "C", "C", "C", "H", "H", "H", "H", "H"], "positions_angstrom": [[1.483513, 4.259955, -0.303203], [-0.462186, -1.368267, 0.135347], [-0.297644, -2.430763, -0.461719], [1.189242, 3.173240, -0.042483], [-0.626656, -0.303467, 0.723985], [0.166598, -3.280023, 0.033363], [1.742401, 5.197158, -0.517464], [0.130276, 0.484610, 0.695058], [-0.597477, -2.545096, -1.498748], [-1.537526, -0.101581, 1.281425]], "forces_ev_per_angstrom": [[0.0234, 0.0369, 0.0018], [-0.0323, -0.1385, -0.0866], [0.2792, -1.1489, -0.5767], [-0.1705, -0.4045, 0.0840], [-0.0583, 1.5238, 0.6869], [0.0167, 0.1006, 0.1611], [0.0617, 0.1873, -0.0445], [0.1168, -0.1181, -0.1366], [-0.1239, 0.1913, -0.0390], [-0.1127, -0.2298, -0.0502]]}


{"formula": "C3H5N2", "method": "ωB97M-V/def2-TZVPD", "orbital_gap_ev": [8.805, 10.126], "charge": 1, "elements": ["N", "N", "C", "C", "C", "H", "H", "H", "H", "H"], "positions_angstrom": [[0.287096, -1.278572, 0.074399], [1.082128, 0.498492, -0.538775], [-0.193708, -0.105941, -0.750459], [-0.909145, 0.549502, 0.411962], [0.459327, 0.034394, 0.663146], [-0.271707, -2.088805, 0.286879], [1.240738, -1.519392, -0.146700], [-1.868539, 0.067218, 0.743981], [-0.807405, 1.604184, 0.453492], [0.981216, 2.238920, -1.197925]], "forces_ev_per_angstrom": [[1.2009, -0.4150, -0.8601], [2.3761, 3.0675, -2.7574], [0.0950, 0.1013, 0.1445], [-2.0065, -0.8884, 0.8300], [-1.7734, 0.4703, 1.4708], [-0.8507, 0.0140, 0.8785], [0.4696, -0.8627, -0.9520], [1.2410, 0.5650, 0.0813], [-0.7787, 0.9102, -0.4066], [0.0267, -2.9622, 1.5710]]}


{"formula": "C3H5N2O", "method": "ωB97M-V/def2-TZVPD", "orbital_gap_ev": [6.369, 8.043], "charge": 1, "elements": ["O", "N", "N", "C", "C", "C", "H", "H", "H", "H", "H"], "positions_angstrom": [[1.604730, 0.621560, 0.725779], [-0.550135, -0.961745, -2.305112], [0.144465, 1.122237, 2.564807], [-1.144780, 0.163799, -1.618115], [0.678439, -0.457914, 0.523620], [0.572494, 0.483802, 1.537250], [-1.010634, -1.822064, -1.964474], [-0.668616, -0.888920, -3.331204], [-0.717064, 0.839143, 3.016048], [0.635070, 1.936822, 2.919962], [0.456030, -1.036719, -2.068560]], "forces_ev_per_angstrom": [[0.7657, 1.2386, 0.5901], [0.3670, -1.2669, -0.0860], [-0.1239, 0.4395, 0.4683], [0.1902, 1.0534, 1.0840], [-1.6438, -0.8232, -0.9578], [0.2856, -0.5237, -0.7638], [0.2442, -0.0945, -0.3227], [0.0348, 0.0423, 0.2463], [0.1647, 0.0182, -0.0580], [-0.0636, -0.1422, -0.0608], [-0.2209, 0.0585, -0.1395]]}


{"formula": "C3H5N2O", "method": "ωB97M-V/def2-TZVPD", "orbital_gap_ev": 9.886, "charge": 1, "elements": ["O", "N", "N", "C", "C", "C", "H", "H", "H", "H", "H"], "positions_angstrom": [[-1.607890, 1.104907, 1.055335], [-0.749107, 1.162040, -1.037894], [1.312879, -1.747612, 0.523303], [0.685282, -0.623967, -0.056349], [-1.637339, 1.597988, -0.025183], [0.019277, 0.191696, -0.702193], [2.375396, -1.954224, 0.484418], [1.262620, -1.501552, 1.555652], [-2.072642, 2.468207, -0.313827], [0.916559, -2.580198, 0.182519], [-0.505036, 1.882716, -1.665781]], "forces_ev_per_angstrom": [[-0.8730, -0.2701, 0.3345], [-1.9731, 0.8992, 0.0024], [2.4111, 1.8945, 2.0732], [-0.9116, 2.2672, -2.6092], [2.3657, -1.7585, 1.2643], [3.9461, -4.1174, 2.4811], [-1.4832, 1.2693, -0.9175], [-0.6648, -1.3896, -0.8731], [-2.0974, 2.6493, -0.7232], [-1.2340, -1.8246, 0.2270], [0.5141, 0.3808, -1.2594]]}


Let's list ΔE to the lowest compared entry with this formula, charge and spin in order: 19.1, 48.8, 84.8, 228.4, 233.2, 93.9 kcal/mol.
Let's list total energy in order: -226.5619, -226.5145, -226.4572, -226.2284, -301.4576, -301.6797 a.u..